No. 1
This record from the Open Molecules 2025 dataset describes 2 unconnected molecules or ions with the total composition C16H17NO at a distorted geometry. The level of theory is ωB97M-V/def2-TZVPD.

```
35
Properties=species:S:1:pos:R:3:forces:R:3
C -0.7665 0.9305 -4.8433 -2.993 -1.677 -0.545
C -1.4972 -0.6622 -2.6895 -0.067 -1.737 -1.082
C -1.5220 0.4943 -3.5583 0.526 1.239 2.342
C -1.9997 -0.3290 -1.3908 1.471 0.347 -0.271
C -1.9547 1.5178 -2.6871 0.325 0.030 0.099
C -1.0411 -2.0788 -2.9097 -1.160 3.578 0.640
C -1.0812 -2.9545 -1.8651 0.087 0.021 0.771
C -1.4532 -2.5654 -0.5511 -0.002 -1.225 -0.117
C -1.8467 -1.2080 -0.3105 -0.314 -0.335 0.152
N -2.2815 1.0552 -1.3866 -0.128 -2.161 -0.800
H -0.7152 -2.2869 -3.8860 0.477 -0.746 -1.054
H -0.7331 -3.9251 -2.1836 -0.083 -0.652 0.761
H -1.5429 -3.3163 0.2939 0.300 0.941 -1.191
H 0.2611 1.0470 -4.6961 1.661 0.847 0.779
H -1.2887 1.8949 -5.2213 1.100 -1.816 0.165
H -1.9763 2.5680 -2.8080 -0.059 0.872 -0.513
H -2.0358 1.5054 -0.5283 -0.046 0.648 -0.141
H -2.0360 -0.9666 0.7359 -0.261 0.418 -0.293
H -0.7181 0.0384 -5.5653 -0.797 1.480 0.339
C -0.3514 1.4447 4.1932 2.545 0.563 -1.472
C 2.2551 0.7398 4.0136 -4.048 0.537 0.542
C 0.9431 0.8427 3.4478 -1.066 2.128 -1.630
C 3.1712 0.1590 3.2724 0.927 -0.683 -3.977
C 2.9179 -0.1634 1.9097 0.377 -0.315 -1.574
C 0.8161 0.7258 2.0285 -3.780 0.373 0.398
C 1.7866 0.2111 1.1528 -0.233 -0.493 3.002
O 3.9111 -0.8889 1.2483 -0.812 0.193 -0.197
H 2.4880 1.0395 5.0019 -0.079 0.322 0.955
H 4.1895 0.1328 3.5068 1.398 -0.468 0.917
H -0.7299 0.5918 4.6949 -0.689 -0.455 1.098
H -1.1825 1.7758 3.4270 2.008 -0.143 1.687
H -0.3541 0.9917 1.6077 3.679 -0.888 0.956
H 4.7451 -0.5147 1.4984 0.807 0.092 0.204
H 1.4630 -0.0575 0.1491 0.776 0.076 0.041
H 0.1601 2.2110 4.8987 -1.846 -0.912 -0.990
```
Positions in Å, forces in eV/Å.

Summary:
multiplicity = 2
<S²> = 0.778
energy above the lowest of the compared OMol25 structures with the same formula, charge and spin = 70.1 kcal/mol
Kohn-Sham gap (alpha / beta) = 2.17 / 5.57 eV
total charge = -1

The net atomic charges from Mulliken, expressed in e, are:
1. C -1.14
2. C 0.84
3. C 0.36
4. C -0.44
5. C -0.91
6. C -0.85
7. C -0.34
8. C -0.76
9. C -0.40
10. N -0.29
11. H 0.38
12. H 0.33
13. H 0.22
14. H 0.30
15. H 0.28
16. H 0.45
17. H 0.32
18. H 0.41
19. H 0.29
20. C -0.98
21. C -0.60
22. C 0.42
23. C -0.54
24. C 0.85
25. C 0.32
26. C -0.70
27. O -0.54
28. H 0.39
29. H 0.27
30. H 0.28
31. H 0.29
32. H -0.55
33. H 0.29
34. H 0.47
35. H 0.29


No. 2
This record from the Open Molecules 2025 dataset describes a molecular structure, C16H18AsCl3CuN3O4. The level of theory is ωB97M-V/def2-TZVPD.

```
46
Properties=species:S:1:pos:R:3:forces:R:3
Cu -0.3040 -2.1223 0.1647 0.028 0.177 0.028
Cl 4.6456 -1.2974 2.3235 0.051 0.012 0.012
C 4.0426 -1.4243 0.7120 -0.462 -0.095 -0.014
Cl 4.8059 -0.4308 -0.4742 0.139 -0.076 -0.015
Cl 4.6648 -3.7522 0.0376 -0.009 0.038 0.007
C 2.6414 -1.5088 0.6073 0.434 0.276 0.167
N 1.4884 -1.5389 0.5472 -0.126 -0.372 -0.203
O -1.8595 -1.1874 -1.0517 0.014 -0.055 0.024
N -2.6816 -1.0092 -0.1020 0.177 -0.057 0.073
O -3.6840 -0.3315 -0.2519 -0.070 -0.017 -0.028
O -2.4041 -1.5579 0.9953 -0.060 0.049 0.014
C -1.1369 3.2601 0.4938 0.030 0.011 0.021
As -0.2805 1.4990 0.6244 -0.055 -0.137 0.044
C 1.2830 2.0815 1.6519 -0.009 0.008 -0.004
C 0.5128 1.4294 -1.1937 -0.048 -0.063 -0.105
C 1.4172 2.5533 -1.5759 -0.019 -0.040 0.027
C 0.9301 3.6948 -2.2106 -0.016 0.032 0.022
C 1.7723 4.7500 -2.5329 -0.006 -0.005 0.006
C 3.1244 4.6838 -2.2276 0.009 -0.006 0.004
C 3.6252 3.5481 -1.6042 -0.039 -0.030 -0.001
C 2.7807 2.4956 -1.2846 0.007 0.002 0.026
H -0.4419 4.0273 0.1524 -0.008 0.030 -0.017
H -1.5125 3.5255 1.4826 -0.003 0.018 -0.011
H -1.9851 3.1919 -0.1872 0.002 0.023 -0.009
H 1.7609 2.9566 1.2116 0.007 0.002 0.015
H 2.0024 1.2652 1.7182 0.008 0.007 0.006
H 0.9366 2.3192 2.6582 0.046 0.016 0.019
H -0.3554 1.3625 -1.8523 0.031 0.004 -0.034
H 1.0279 0.4689 -1.2481 0.006 0.032 0.022
H -0.1245 3.7530 -2.4549 -0.004 -0.003 -0.011
H 1.3685 5.6250 -3.0275 0.007 0.010 -0.002
H 3.7834 5.5059 -2.4769 -0.002 0.006 -0.010
H 4.6791 3.4739 -1.3662 0.013 0.015 -0.005
H 3.1847 1.6095 -0.8070 -0.057 0.096 -0.032
O -0.8249 -4.1888 0.2471 -0.002 0.021 0.061
N -2.0555 -4.3318 0.6450 0.090 0.095 -0.125
C -2.3288 -4.4116 1.9608 -0.066 -0.049 -0.074
C -3.6307 -4.5126 2.3980 0.120 0.013 0.025
C -4.6673 -4.5238 1.4803 -0.075 -0.021 0.035
C -4.3611 -4.4397 0.1326 0.072 0.013 -0.115
C -3.0468 -4.3455 -0.2678 -0.016 0.011 0.118
H -1.4549 -4.3606 2.5907 -0.023 0.001 0.036
H -3.8117 -4.5573 3.4622 -0.040 -0.009 -0.005
H -5.6952 -4.5856 1.8086 0.002 0.012 0.004
H -5.1310 -4.4251 -0.6254 -0.022 -0.001 0.024
H -2.6998 -4.2368 -1.2832 -0.059 0.005 -0.023
```
Positions in Å, forces in eV/Å.

Summary:
multiplicity = 2
<S²> = 0.756
energy above the lowest of the compared OMol25 structures with the same formula, charge and spin = 16.9 kcal/mol
Kohn-Sham gap (alpha / beta) = 6.56 / 7.63 eV
total charge = -1

The net atomic charges from Mulliken, expressed in e, are:
1. Cu 0.25
2. Cl -0.16
3. C 0.14
4. Cl -0.15
5. Cl -0.53
6. C 0.30
7. N -0.23
8. O -0.60
9. N 1.26
10. O -0.72
11. O -0.56
12. C -1.24
13. As 0.27
14. C -1.02
15. C -1.15
16. C 0.37
17. C -0.29
18. C -0.60
19. C -0.40
20. C -0.57
21. C 0.05
22. H 0.37
23. H 0.41
24. H 0.31
25. H 0.31
26. H 0.18
27. H 0.43
28. H 0.53
29. H 0.44
30. H 0.39
31. H 0.37
32. H 0.36
33. H 0.41
34. H 0.03
35. O -0.87
36. N 0.62
37. C -0.09
38. C -0.71
39. C -0.08
40. C -0.72
41. C -0.08
42. H 0.44
43. H 0.37
44. H 0.37
45. H 0.37
46. H 0.41


No. 3
This record from the Open Molecules 2025 dataset describes a molecular structure, C16H18B2CdN6O2 at a distorted geometry. The level of theory is ωB97M-V/def2-TZVPD.

```
45
Properties=species:S:1:pos:R:3:forces:R:3
H 2.6956 -0.8326 1.1335 -0.167 0.323 0.380
N 1.4251 -0.8615 -0.5553 0.341 -0.431 -0.365
B 0.3994 -1.2832 -2.8559 -0.307 0.469 1.555
N 1.4629 -1.5407 -1.7511 1.083 -0.293 0.540
C 2.5626 -2.3439 -1.8191 0.382 2.053 4.222
Cd -0.1709 1.0830 -0.2878 4.401 -5.942 3.756
H 2.7840 -2.9308 -2.6498 0.167 -0.789 -1.208
C 3.2924 -2.1743 -0.5691 -4.580 1.875 -2.414
H 4.1573 -2.6325 -0.2927 2.156 -1.134 0.717
C 2.4938 -1.2173 0.1603 0.672 -1.680 -2.184
H 0.6073 -1.9153 -3.8396 0.039 -0.049 -0.161
C -1.5820 2.2127 0.1263 -7.717 4.418 1.799
H -1.4980 2.6560 1.1355 0.235 0.207 -0.786
H -2.6159 1.7187 0.2043 1.369 0.581 -0.500
H -1.6250 3.0017 -0.7027 0.102 -0.967 1.150
N 0.4320 0.2540 -3.1388 -0.144 1.252 0.528
N -0.9929 -1.5911 -2.2393 -1.144 -0.185 0.057
N 0.2064 1.1949 -2.1375 1.321 0.408 -6.214
N -1.4859 -0.8813 -1.1705 -0.394 -0.850 -0.400
C 0.6697 0.8808 -4.2898 -0.547 4.109 2.447
C -1.9110 -2.4951 -2.6790 -1.237 1.339 2.276
H 0.8480 0.3647 -5.1563 0.402 -1.248 -1.838
H -1.7342 -3.1130 -3.5227 0.209 -0.369 -0.458
C 0.6123 2.3334 -4.0754 -0.929 -6.972 4.761
C -3.0549 -2.3835 -1.8358 2.598 1.059 -0.507
C 0.3140 2.3996 -2.6863 0.229 1.192 -1.431
C -2.7168 -1.3484 -0.9143 0.636 -1.102 -1.553
H 0.7271 3.0548 -4.7135 0.667 3.851 -3.499
H -3.9406 -2.9419 -1.9056 -0.902 -0.529 -0.016
H 0.1612 3.3249 -2.0638 0.251 -1.250 -0.766
H -3.3388 -0.9792 -0.1182 0.180 0.250 0.152
H 1.1677 2.2470 0.5132 0.437 -0.343 0.443
O -1.3035 0.7776 2.7274 0.417 0.190 -1.475
B -0.1696 0.5229 1.8941 -0.224 -0.155 2.623
O 0.7943 -0.1259 2.7287 -0.229 0.302 -1.478
C 0.3011 -0.1401 4.0082 -0.867 0.969 0.082
C 0.9595 -0.3681 5.1918 0.547 -0.358 0.293
C 0.3455 0.0065 6.3941 -0.161 -0.166 -0.189
C -0.9214 0.5816 6.3898 -0.023 -0.227 -0.268
C -1.5950 0.7844 5.1799 -0.577 0.130 0.186
C -0.9760 0.4286 4.0054 1.202 -0.065 0.242
H 1.9501 -0.8077 5.1876 0.003 0.119 0.014
H 0.8556 -0.1495 7.3431 -0.031 -0.003 -0.289
H -1.3889 0.8719 7.3289 0.070 -0.045 -0.257
H -2.5759 1.2438 5.1532 0.063 0.056 0.035
```
Positions in Å, forces in eV/Å.

Summary:
energy above the lowest of the compared OMol25 structures with the same formula, charge and spin = 152.0 kcal/mol
Kohn-Sham gap (alpha / beta) = 7.05 / 6.20 eV
total charge = 0

The net atomic charges from Mulliken, expressed in e, are:
1. H 0.52
2. N -0.04
3. B 0.20
4. N 0.00
5. C -0.22
6. Cd 0.80
7. H 0.49
8. C -1.15
9. H 0.47
10. C -0.28
11. H -0.11
12. C -1.28
13. H 0.33
14. H 0.28
15. H 0.36
16. N -0.06
17. N 0.04
18. N 0.29
19. N -0.04
20. C -0.08
21. C -0.20
22. H 0.52
23. H 0.45
24. C -1.32
25. C -1.11
26. C 0.08
27. C -0.23
28. H 0.59
29. H 0.41
30. H 0.35
31. H 0.46
32. H -0.12
33. O -0.39
34. B 0.02
35. O -0.29
36. C 0.74
37. C -0.79
38. C -0.50
39. C -0.48
40. C -0.81
41. C 0.54
42. H 0.44
43. H 0.36
44. H 0.36
45. H 0.44


> What is the formula in the third record?

C16H18B2CdN6O2